This record from the Open Molecules 2025 dataset describes C4AuCl2O4Ru as an isolated structure at a distorted geometry. The level of theory is ωB97M-V/def2-TZVPD.

Properties
total energy = -1601.9529 Eh
gap between HOMO and LUMO (spin up / spin down) = 0.159 / 0.187 hartree
energy above the lowest of the compared OMol25 structures with the same formula, charge and spin = 69.8 kcal/mol
multiplicity = 8
charge = +4

Structure (XYZ):
```
12
C4AuCl2O4Ru, DFT ωB97M-V/def2-TZVPD
Ru -0.1458 0.6607 -4.0037
Au 0.4844 -0.6140 4.2157
Cl -0.6611 2.5780 -2.9840
Cl 1.9939 -1.3379 2.6699
C -1.0725 -1.3984 4.9853
C -0.5918 1.1961 -5.6749
C 0.3383 -0.9449 -4.5371
O -1.5013 -2.2811 5.6407
O -0.8716 1.5056 -6.7529
O 0.6642 -2.0368 -4.8952
O 0.9339 1.6686 6.0754
C 0.4295 1.0039 5.2608
```